1.
Entry from the OMol25 dataset: C29H42N3O4SbSe2Si3Te2Ti as an isolated structure (ωB97M-V with the def2-TZVPD basis set).

Structure (XYZ):
```
87
Properties=species:S:1:pos:R:3:forces:R:3
Ti 2.532696 0.455699 0.492104 0.49 0.05 0.37
O 3.376626 -3.388842 1.726692 0.02 0.03 -0.04
C 3.099181 -2.054604 1.758686 -0.02 0.00 0.13
O 2.601168 -1.501331 0.689918 -0.03 0.08 -0.07
C 3.306918 -1.220604 2.810439 -0.01 -0.04 -0.02
C 3.795480 -1.465882 4.134813 0.01 0.04 0.04
C 3.955150 -0.431283 4.991212 0.03 -0.05 0.00
C 3.686102 0.916598 4.545175 -0.05 0.03 -0.02
C 3.230696 1.100029 3.285972 -0.05 0.00 0.09
N 2.977472 0.082530 2.418702 -0.25 0.11 -0.22
C 3.042077 2.427478 2.607569 0.39 -0.07 -0.04
O 3.159251 3.496611 3.176651 -0.14 0.02 0.02
O 2.820985 2.260962 1.332622 -0.18 -0.15 -0.06
H 3.490946 -3.586481 0.782218 0.00 0.00 0.00
H 4.034882 -2.483289 4.418177 -0.01 0.00 0.00
H 4.322993 -0.604535 5.995877 0.00 0.00 0.00
H 3.875386 1.781978 5.164618 0.00 0.00 0.00
C -2.421680 2.019403 -1.243794 0.01 -0.01 0.04
Sb -0.652450 0.832785 -1.714537 0.03 0.03 0.00
C 0.689089 1.652009 -0.217972 -0.15 -0.08 0.12
C -0.024361 1.997833 1.042571 -0.03 0.02 0.05
C -0.166425 1.075882 2.098180 -0.05 0.01 0.01
C -0.685977 1.481351 3.306695 -0.02 -0.04 -0.01
C -1.114490 2.796349 3.458230 0.00 0.01 -0.01
C -1.005117 3.626000 2.359969 0.00 0.00 0.00
N -0.483572 3.253370 1.192679 0.03 0.04 -0.03
Si 1.261683 3.276004 -1.091312 -0.11 0.00 0.05
C 2.145617 4.583121 -0.066908 -0.03 0.03 -0.03
C 2.434315 2.916879 -2.516813 0.04 -0.02 -0.02
C -0.138314 4.251414 -1.941603 0.01 0.01 -0.05
C -1.562428 -1.212850 -1.263063 -0.01 0.02 0.02
C -0.669246 -2.126463 -0.463474 -0.01 -0.03 -0.01
C 0.074802 -3.180151 -1.003778 0.00 0.01 -0.01
C 0.673603 -4.098263 -0.164376 -0.01 0.00 0.00
C 0.555457 -3.947751 1.208768 -0.04 0.00 0.01
C -0.119095 -2.831872 1.664512 0.01 0.00 0.00
N -0.722264 -1.959171 0.864221 0.00 0.03 0.01
Si -3.181302 -1.249004 -0.242607 0.03 -0.01 -0.02
C -3.286535 -0.277338 1.362332 -0.01 0.02 0.00
C -4.719281 -0.743735 -1.233742 0.01 0.00 0.01
C -3.583672 -3.032194 0.245973 0.02 -0.01 0.03
Si -1.864134 -1.752123 -3.063860 0.02 -0.01 0.01
C -2.866028 -0.466577 -4.020669 -0.03 0.00 0.00
C -2.816113 -3.382334 -3.183944 0.00 -0.01 0.01
C -0.346800 -1.973872 -4.154805 0.02 0.03 -0.02
H -2.067198 2.967241 -0.843103 -0.02 -0.05 0.00
H -3.088352 1.573030 -0.514387 -0.04 -0.05 0.03
H -2.970769 2.201142 -2.170095 0.00 -0.01 -0.01
H 0.136107 0.049045 1.950960 0.02 -0.02 0.00
H -0.759576 0.775410 4.126259 0.00 0.00 0.00
H -1.515657 3.164864 4.393363 0.00 0.00 0.00
H -1.343693 4.657636 2.417433 0.00 0.00 -0.01
H 3.215104 4.377062 -0.035237 0.01 0.00 0.01
H 1.797558 4.646932 0.959919 -0.02 0.01 0.02
H 1.985640 5.548962 -0.561371 0.00 0.00 0.00
H 3.351507 2.420080 -2.193195 0.00 0.01 0.00
H 2.703819 3.885907 -2.953746 0.00 -0.01 0.00
H 1.988298 2.299216 -3.297921 -0.01 -0.01 -0.01
H -0.814007 4.695731 -1.208897 0.02 -0.02 0.00
H -0.727420 3.677122 -2.660873 0.02 0.02 0.00
H 0.346509 5.062851 -2.494845 0.01 0.01 -0.01
H 0.191258 -3.277484 -2.070809 0.00 0.00 0.00
H 1.247781 -4.915710 -0.584642 0.00 0.00 0.00
H 1.029902 -4.626590 1.901929 -0.01 0.00 -0.01
H -0.180514 -2.622497 2.729480 -0.01 0.00 0.00
H -2.787845 0.689063 1.346225 0.03 0.03 0.00
H -2.823749 -0.858483 2.160067 0.00 0.00 0.00
H -4.342602 -0.115712 1.605917 0.01 0.01 0.01
H -4.710188 0.292969 -1.568669 0.01 0.04 0.01
H -5.572453 -0.866738 -0.558336 0.00 0.00 0.00
H -4.893934 -1.382805 -2.101343 0.00 0.01 -0.01
H -2.864647 -3.423000 0.967141 -0.01 0.01 -0.01
H -3.610137 -3.709250 -0.607736 -0.01 -0.01 -0.02
H -4.573887 -3.044621 0.713712 0.00 0.00 0.00
H -3.666393 0.010065 -3.459715 0.00 0.00 0.00
H -3.312116 -0.971252 -4.884657 0.00 0.01 0.00
H -2.203847 0.314905 -4.397945 0.01 0.00 0.00
H -3.850208 -3.290160 -2.848288 -0.01 -0.01 0.01
H -2.338309 -4.171658 -2.599311 0.01 0.00 0.00
H -2.829033 -3.699358 -4.231449 0.00 0.00 0.00
H 0.371105 -1.162797 -4.020719 0.00 -0.02 0.00
H -0.702248 -1.951696 -5.191142 0.00 0.01 0.00
H 0.192233 -2.911374 -4.015365 -0.02 -0.01 -0.01
Se 2.413622 -0.445580 -2.053467 0.00 -0.04 -0.25
Te 3.896509 -2.436461 -2.169128 0.01 0.02 0.02
Te 5.914255 -1.515996 -0.457968 -0.03 -0.02 -0.01
Se 5.054268 0.776270 -0.066370 0.07 0.02 -0.04
```
Positions in Å, forces in eV/Å.

The value obtained for the HOMO energy (spin up / spin down) is -0.718 / -0.713 eV. The calculation puts the orbital gap (spin up / spin down) at 4.58 / 4.57 eV. The LUMO energy (spin up / spin down) comes out at 3.8572 / 3.8575 eV. Its energy above the lowest of the compared OMol25 structures with the same formula, charge and spin is 0.00 kJ/mol. As for the strongest force on any atom: 0.6 eV/Å. The total charge is -2.

2.
Entry from the OMol25 dataset: C23H22Cl2MnN5O10S2 as an isolated structure (ωB97M-V with the def2-TZVPD basis set).

Structure (XYZ):
```
65
Properties=species:S:1:pos:R:3:forces:R:3
Mn 0.507568 -1.524175 0.138281 0.03 0.06 0.00
N 2.922770 5.667563 2.806038 0.01 0.04 0.02
C 2.679502 4.291243 2.821608 0.01 -0.04 0.00
C 3.732647 3.390926 2.986243 -0.01 0.03 -0.01
C 3.488338 2.030765 3.024441 -0.03 -0.03 0.02
C 2.185811 1.564932 2.914342 0.10 0.05 0.01
C 1.125755 2.447947 2.760593 -0.06 -0.05 0.02
C 1.375606 3.805798 2.719888 -0.01 0.02 -0.01
S 1.888143 -0.165410 2.907156 -0.06 0.05 -0.11
O 0.600578 -0.421217 3.480226 0.04 -0.01 0.01
O 3.052921 -0.812993 3.437668 0.00 -0.03 0.03
N 1.753098 -0.512731 1.305291 0.14 -0.10 -0.04
C 2.832855 -0.690780 0.498979 -0.05 0.11 0.11
N 4.057584 -0.211878 0.674826 0.00 -0.05 0.00
C 4.903263 -0.482582 -0.310614 0.01 -0.02 -0.03
C 4.571397 -1.202383 -1.452582 0.03 0.06 0.05
C 3.272352 -1.663873 -1.549534 0.02 -0.05 -0.04
N 2.426522 -1.420146 -0.560742 -0.02 -0.03 -0.04
H 3.848777 5.920798 2.499875 0.00 0.00 0.00
H 2.215868 6.206562 2.331271 0.00 -0.01 -0.01
H 4.746739 3.763751 3.076924 0.00 0.00 -0.01
H 4.295061 1.318692 3.128542 -0.01 0.01 0.00
H 0.118880 2.062580 2.658265 0.05 0.03 0.00
H 0.553178 4.501425 2.597118 0.00 0.00 -0.01
H 5.909693 -0.095301 -0.184167 0.00 0.00 0.00
H 5.289344 -1.388417 -2.236697 0.01 0.01 0.02
H 2.874934 -2.217103 -2.390726 0.06 0.05 0.10
C -5.553902 -0.035241 -3.506107 -0.03 0.00 0.00
C -4.704363 -0.098324 -2.265877 0.01 -0.02 0.00
C -4.492302 1.035754 -1.490568 0.01 0.03 0.04
C -3.659475 0.997640 -0.383117 -0.01 -0.02 -0.03
C -3.036971 -0.192532 -0.039506 -0.05 0.00 -0.02
C -3.243291 -1.338948 -0.790268 0.00 0.02 0.04
C -4.073882 -1.283512 -1.897595 -0.01 0.00 -0.02
S -2.042438 -0.213547 1.428417 0.08 -0.08 -0.02
O -1.352222 1.046465 1.450255 -0.07 -0.01 0.02
O -2.908322 -0.557412 2.527336 -0.02 0.06 -0.03
N -1.018794 -1.451929 1.229421 -0.03 -0.02 0.05
C -1.187023 -2.619591 2.094312 -0.07 0.08 -0.02
C -0.026010 -3.559591 1.863153 0.17 -0.02 -0.19
O 0.049191 -4.652839 2.364381 -0.07 -0.03 0.10
O 0.906997 -3.074304 1.057979 -0.05 0.01 0.02
H -6.250973 0.802306 -3.464424 0.01 -0.01 0.00
H -6.128493 -0.952692 -3.641584 0.01 0.00 0.00
H -4.930397 0.096773 -4.393946 0.00 0.00 0.01
H -4.970457 1.968703 -1.767623 0.01 0.00 0.00
H -3.471153 1.887452 0.202945 -0.01 -0.02 -0.01
H -2.727085 -2.253466 -0.533244 0.00 0.01 0.01
H -4.225245 -2.176708 -2.494577 0.00 0.01 0.01
H -2.116947 -3.151215 1.880431 0.01 -0.02 0.03
H -1.187389 -2.335498 3.145675 -0.01 0.01 0.03
Cl -1.035025 3.139048 -1.327710 -0.01 0.06 0.03
C -0.187217 1.903044 -2.280568 -0.03 -0.01 -0.02
Cl -1.322699 0.995213 -3.295846 0.03 0.00 0.01
C 0.636650 1.007684 -1.333607 0.05 -0.09 -0.17
O 1.784665 1.342228 -1.128444 0.02 0.06 0.05
O -0.003148 -0.018834 -0.906047 -0.06 -0.05 0.12
H 0.498201 2.424128 -2.936489 0.01 0.01 -0.01
C -1.219219 -3.579021 -3.110930 0.07 -0.06 0.01
C -0.094223 -2.892115 -2.358597 -0.12 0.36 -0.14
O 0.956673 -2.616573 -2.914843 -0.11 -0.15 -0.04
O -0.416835 -2.582826 -1.139942 -0.02 -0.24 0.03
H -0.802037 -4.280554 -3.830193 -0.01 0.00 -0.01
H -1.767415 -2.810259 -3.660491 0.02 0.01 0.04
H -1.906577 -4.082912 -2.434687 0.01 0.00 0.01
```
Positions in Å, forces in eV/Å.

As for the expectation value of S²: 3.8189. The value obtained for the HOMO energy (spin up / spin down) is -5.990 / -6.011 eV. The calculation puts the orbital gap (spin up / spin down) at 7.50 / 7.78 eV. The LUMO energy (spin up / spin down) comes out at 1.5082 / 1.7666 eV. As for the strongest force on any atom: 0.4 eV/Å. The total charge is -1. Its multiplicity is 4.